Record 1
{"formula": "C5H8N2", "method": "ωB97M-V/def2-TZVPD", "homo_lumo_gap_ev": 9.7, "charge": 0, "de_lowest_kcal_mol": 41.6, "species": ["H", "C", "N", "H", "C", "N", "C", "H", "C", "H", "C", "H", "H", "H", "H"], "coordinates": [[2.84, -0.45, -0.11], [1.04, 0.77, -0.50], [0.88, -0.38, -1.41], [2.56, 0.84, 1.08], [-0.99, -0.18, -0.23], [-0.20, -0.96, -1.16], [-0.31, 0.93, 0.11], [1.47, 1.65, -0.99], [2.08, 0.10, 0.46], [-2.39, -0.86, 1.25], [-2.31, -0.75, 0.17], [-3.13, -0.11, -0.16], [1.55, -0.63, 1.08], [-2.42, -1.73, -0.29], [-0.67, 1.76, 0.71]], "mulliken_charge": [0.367, 0.327, -0.400, 0.333, 0.454, -0.252, -0.521, 0.413, -1.240, 0.272, -1.066, 0.276, 0.322, 0.328, 0.387]}



Record 2
{"formula": "C5H8N2", "method": "ωB97M-V/def2-TZVPD", "homo_lumo_gap_ev": [7.9, 7.9], "charge": 0, "de_lowest_kcal_mol": 91.8, "species": ["H", "H", "H", "H", "N", "C", "H", "H", "C", "H", "H", "C", "C", "C", "N"], "coordinates": [[-2.13, 0.46, -1.63], [3.12, 0.31, 0.35], [-1.02, -2.28, -0.04], [2.21, 1.78, -0.08], [-0.22, 0.82, 0.28], [-0.40, -1.43, 0.22], [-2.78, 0.85, -0.02], [2.09, 0.32, -1.09], [1.01, 0.17, 0.77], [-2.83, -0.84, -0.61], [1.12, 0.52, 1.81], [-2.27, 0.09, -0.61], [0.87, -1.32, 0.73], [2.18, 0.69, -0.06], [-0.95, -0.15, -0.02]], "mulliken_charge": [0.305, 0.323, 0.337, 0.338, -0.777, -0.178, 0.293, 0.315, 0.413, 0.274, 0.333, -0.744, -0.810, -1.191, 0.770]}



Record 3
{"formula": "C5H8N2", "method": "ωB97M-V/def2-TZVPD", "homo_lumo_gap_ev": 10.8, "charge": 0, "de_lowest_kcal_mol": 38.4, "species": ["H", "H", "H", "C", "C", "C", "H", "H", "C", "N", "H", "N", "H", "C", "H"], "coordinates": [[-0.15, 2.05, -0.59], [-1.22, 1.79, 0.87], [-2.73, -0.84, -0.35], [-0.54, 1.34, 0.14], [1.69, 0.36, 0.07], [2.28, -0.95, -0.27], [2.33, 0.85, 0.81], [-1.51, -1.99, 0.24], [-1.82, -0.94, 0.25], [0.35, 0.28, 0.62], [1.73, 0.96, -0.86], [2.77, -1.94, -0.60], [-2.05, -0.66, 1.28], [-0.72, -0.06, -0.30], [-0.42, -0.27, -1.32]], "mulliken_charge": [0.252, 0.246, 0.329, -0.595, -0.370, 0.215, 0.339, 0.300, -1.375, -0.372, 0.232, -0.405, 0.326, 0.484, 0.396]}



Record 4
{"formula": "C5H8N2", "method": "ωB97M-V/def2-TZVPD", "homo_lumo_gap_ev": 8.5, "charge": 0, "de_lowest_kcal_mol": 126.8, "species": ["C", "C", "H", "H", "C", "H", "N", "H", "H", "N", "H", "C", "C", "H", "H"], "coordinates": [[-0.11, -1.40, 1.21], [-0.55, -0.58, 0.32], [0.20, 2.25, -2.20], [0.46, 0.77, -3.17], [0.84, 1.37, -2.33], [-1.60, -1.63, 2.76], [1.83, 0.05, -0.61], [-0.07, -0.91, 3.26], [0.28, -2.42, 1.02], [0.85, 0.57, -1.09], [-1.35, 0.80, -1.05], [-0.81, -0.92, 2.49], [-0.51, 0.34, -0.59], [1.87, 1.64, -2.48], [-1.32, 0.07, 2.46]], "mulliken_charge": [0.009, 0.010, 0.292, 0.319, -0.859, 0.256, -0.817, 0.329, 0.292, 0.639, 0.327, -0.935, -0.472, 0.319, 0.291]}



Record 5
{"formula": "C5H8N2", "method": "ωB97M-V/def2-TZVPD", "homo_lumo_gap_ev": 10.4, "charge": 0, "de_lowest_kcal_mol": 59.1, "species": ["H", "C", "H", "C", "C", "H", "H", "H", "H", "H", "C", "N", "C", "H", "N"], "coordinates": [[0.03, -2.23, 0.08], [1.36, 0.43, -0.88], [2.10, -0.34, -0.67], [-0.71, -1.45, -0.08], [-0.10, -0.02, -0.28], [1.86, 1.41, -1.04], [-1.69, 0.96, 0.93], [-0.04, -0.23, -2.39], [-1.42, -1.50, 0.76], [-1.30, -1.74, -0.97], [-0.61, 1.00, 0.74], [0.62, 0.58, 3.02], [0.08, 0.77, 2.02], [-0.34, 1.99, 0.37], [0.15, 0.38, -1.61]], "mulliken_charge": [0.297, -0.686, 0.243, -1.225, 0.966, 0.289, 0.324, 0.243, 0.337, 0.361, -0.812, -0.432, 0.352, 0.326, -0.582]}



Record 6
{"formula": "C5H8N2", "method": "ωB97M-V/def2-TZVPD", "homo_lumo_gap_ev": 11.2, "charge": 0, "de_lowest_kcal_mol": 31.0, "species": ["H", "H", "H", "N", "C", "H", "N", "C", "C", "H", "H", "H", "H", "C", "C"], "coordinates": [[0.24, 1.82, -0.46], [1.21, -1.08, -1.00], [-2.56, -0.63, -1.19], [-1.27, -1.67, 1.93], [-1.12, -0.88, 1.10], [-1.07, -1.22, -1.52], [-1.58, -0.38, -1.25], [0.30, 0.77, -0.16], [-1.08, 0.14, 0.01], [2.18, 1.04, 1.07], [1.20, -0.48, 1.39], [2.09, 0.44, -1.46], [-1.78, 0.91, 0.35], [1.45, 0.33, 0.70], [1.41, -0.04, -0.76]], "mulliken_charge": [0.354, 0.218, 0.273, -0.444, 0.124, 0.269, -0.611, -0.188, 0.049, 0.259, 0.233, 0.272, 0.322, -0.490, -0.641]}